# 1
Here is C5H4N as an isolated structure from the OMol25 dataset. Energies are from ωB97M-V/def2-TZVPD.

Structure (XYZ):
```
10
Properties=species:S:1:pos:R:3:lowdin_charge:R:1
C -0.471 -0.459 -0.884 0.108
C -0.673 -1.086 0.193 0.033
C 0.495 1.188 -0.191 -0.159
C -0.025 0.686 -1.509 -0.069
C -0.194 -1.149 1.455 0.228
N 0.716 1.208 0.922 0.215
H 0.845 0.502 -2.301 0.199
H -0.681 1.369 -2.078 0.168
H -0.479 -0.466 2.307 0.136
H 0.468 -1.793 2.086 0.141
```

HOMO-LUMO gap: 8.14 eV
2S+1: 1
Energy above the lowest of the compared OMol25 structures with the same formula, charge and spin: 61.9 kcal per mole
Maximum force: 5.58 eV/A
Net charge: +1
HOMO energy: -16.15 eV

# 2
Here is C5H4N2 as an isolated structure from the OMol25 dataset. Energies are from ωB97M-V/def2-TZVPD.

Structure (XYZ):
```
11
Properties=species:S:1:pos:R:3:lowdin_charge:R:1
C -0.267 1.319 -0.988 -0.237
C -0.249 -1.697 0.336 0.004
C -0.928 -0.350 0.687 -0.127
C 0.159 0.566 0.158 -0.254
C 1.300 -0.555 -0.258 -0.031
N -0.583 2.087 -1.772 0.163
N 1.027 -1.750 0.178 0.034
H -1.845 -0.442 0.178 0.089
H -1.157 -0.330 1.774 0.130
H 0.711 1.330 0.734 0.151
H 1.832 -0.179 -1.027 0.079
```

HOMO-LUMO gap (alpha / beta): 8.19 / 7.55 eV
2S+1: 1
Energy above the lowest of the compared OMol25 structures with the same formula, charge and spin: 116.4 kcal per mole
Maximum force: 4.84 eV/A
HOMO energy (alpha / beta): -8.85 / -8.38 eV

Repeat the second record exactly.
Here is C5H4N2 as an isolated structure from the OMol25 dataset. Energies are from ωB97M-V/def2-TZVPD.

Structure (XYZ):
```
11
Properties=species:S:1:pos:R:3:lowdin_charge:R:1
C -0.267 1.319 -0.988 -0.237
C -0.249 -1.697 0.336 0.004
C -0.928 -0.350 0.687 -0.127
C 0.159 0.566 0.158 -0.254
C 1.300 -0.555 -0.258 -0.031
N -0.583 2.087 -1.772 0.163
N 1.027 -1.750 0.178 0.034
H -1.845 -0.442 0.178 0.089
H -1.157 -0.330 1.774 0.130
H 0.711 1.330 0.734 0.151
H 1.832 -0.179 -1.027 0.079
```

HOMO-LUMO gap (alpha / beta): 8.19 / 7.55 eV
2S+1: 1
Energy above the lowest of the compared OMol25 structures with the same formula, charge and spin: 116.4 kcal per mole
Maximum force: 4.84 eV/A
HOMO energy (alpha / beta): -8.85 / -8.38 eV